## 1
Entry from OMol25: the molecule C2H2O2S (ωB97M-V/def2-TZVPD).

```
7
C2H2O2S | OMol25 | ωB97M-V/def2-TZVPD
C 0.249 0.448 0.270
C -1.230 0.189 -0.252
O 0.355 1.515 0.803
O -1.912 -0.541 0.413
S 2.166 -0.529 0.120
H -1.429 0.822 -1.112
H 1.802 -1.904 -0.242
```

Results
Frontier orbital gap in eV: 9.49
Structure (SMILES): O=CC(=O)S
HOMO energy in eV: -9.90
Total charge: 0
Spin multiplicity: 1


## 2
Entry from OMol25: a cluster of 2 separate species, C2H2O2S in total (ωB97M-V/def2-TZVPD).

```
7
C2H2O2S | OMol25 | ωB97M-V/def2-TZVPD
C -0.335 -1.785 0.236
C 0.275 1.332 -0.082
O 0.354 -2.170 1.059
O 0.001 0.392 0.599
S -1.259 -1.452 -0.983
H 1.420 1.709 -0.015
H -0.455 1.973 -0.814
```

Results
Frontier orbital gap in eV: 9.99
Structure (SMILES): O=C=S.C=O
HOMO energy in eV: -9.72
Total charge: 0
Spin multiplicity: 1


Ranking the structures above by stability puts 2 first and 1 last.